Entry 1:
{"formula": "C4H10NO2S", "method": "ωB97M-V/def2-TZVPD", "lumo_energy_ev": 3.61, "total_charge": -1, "e_homo_ha": -0.1148, "relative_energy_kj_mol": 77.82, "homo_lumo_gap_ev": 6.73, "elements": ["O", "C", "N", "C", "C", "S", "C", "H", "H", "H", "H", "H", "H", "H", "H", "H", "H", "O"], "positions_angstrom": [[0.6230, -1.2910, 3.4468], [0.0086, -0.7974, 2.5015], [0.5467, -0.6864, 1.2654], [-0.0815, -0.0644, 0.0732], [0.6947, 1.1631, -0.3401], [0.3321, 1.9014, -1.9755], [-1.5511, 0.2848, 0.2989], [-1.0019, -0.4445, 2.7001], [1.4786, -1.0149, 1.1139], [-0.0462, -0.8322, -0.6943], [1.7697, 0.8943, -0.3465], [0.7297, 1.8928, 0.4839], [-2.1448, -0.6213, 0.4438], [-1.6426, 0.8600, 1.2292], [-1.9112, 0.9438, -0.4830], [0.2453, -0.5808, -3.7858], [1.0267, -0.5260, -2.5779], [0.9244, -1.0814, -3.3536]]}

Entry 2:
{"formula": "C25H54F8N7O17PbS8", "method": "ωB97M-V/def2-TZVPD", "lumo_energy_ev": -6.44, "total_charge": 1, "e_homo_ha": -0.4437, "homo_lumo_gap_ev": 5.64, "elements": ["Pb", "C", "C", "C", "C", "C", "C", "N", "O", "C", "C", "C", "H", "H", "H", "H", "H", "H", "H", "H", "H", "H", "H", "H", "H", "H", "H", "H", "H", "H", "C", "C", "C", "N", "C", "C", "C", "C", "C", "H", "H", "H", "H", "H", "H", "H", "H", "H", "H", "H", "H", "H", "H", "H", "H", "H", "H", "C", "C", "C", "N", "C", "C", "C", "C", "C", "H", "H", "H", "H", "H", "H", "H", "H", "H", "H", "H", "H", "H", "H", "H", "H", "H", "H", "N", "S", "O", "O", "F", "S", "O", "O", "F", "N", "S", "O", "O", "F", "S", "O", "O", "F", "N", "S", "O", "O", "F", "S", "O", "O", "F", "N", "S", "O", "O", "F", "S", "O", "O", "F"], "positions_angstrom": [[-1.1838, 0.0995, 0.2816], [-0.4453, 1.1125, 6.4593], [0.7158, 0.9309, 5.4449], [1.5422, 2.2465, 5.6621], [2.9306, 2.1937, 5.0541], [3.6646, 0.9967, 5.5923], [3.0407, -0.3458, 5.3929], [1.5839, -0.3005, 5.8117], [0.8947, -1.5460, 5.9284], [3.8742, -1.2887, 6.2683], [3.1588, -0.8277, 3.9637], [0.2400, 0.9401, 3.9709], [-0.2246, 1.4934, 7.4565], [-0.8373, 0.1256, 6.7052], [-1.1550, 1.8789, 6.1474], [1.6731, 2.7764, 6.6057], [0.9696, 3.0622, 5.2206], [3.5270, 3.0983, 5.1725], [2.8675, 2.1345, 3.9675], [3.6976, 1.2138, 6.6599], [4.6878, 1.0127, 5.2167], [3.6917, -1.1217, 7.3299], [4.9521, -1.1940, 6.1366], [3.7373, -2.3700, 6.2533], [2.8359, -1.8688, 3.9630], [4.1970, -0.8411, 3.6321], [2.6296, -0.1540, 3.2898], [0.9303, 1.2271, 3.1777], [-0.5234, 1.7086, 3.8494], [-0.2150, -0.0318, 3.7800], [3.9265, 4.4862, -3.5130], [2.6411, 5.3311, -3.2371], [1.3951, 4.5887, -3.8546], [0.1102, 5.5145, -3.7565], [0.2930, 6.6571, -4.7809], [-0.2327, 6.1079, -2.4081], [-1.3701, 5.2911, -1.7906], [-1.6363, 4.1565, -2.8047], [-1.1157, 4.6297, -4.1630], [4.7815, 5.0509, -3.1413], [4.1962, 4.2044, -4.5308], [3.8210, 3.5577, -2.9518], [2.6666, 6.3044, -3.7271], [2.5360, 5.4972, -2.1650], [1.1460, 3.6525, -3.3551], [1.4800, 4.4130, -4.9270], [0.6754, 6.2048, -5.6959], [0.9388, 7.4188, -4.3439], [-0.6334, 7.1971, -4.9766], [-0.6297, 7.0999, -2.6236], [0.6032, 6.2419, -1.7216], [-2.2394, 5.9399, -1.6835], [-1.1845, 4.8561, -0.8085], [-2.6785, 3.8824, -2.9683], [-1.2011, 3.2152, -2.4689], [-1.8273, 5.1671, -4.7899], [-0.8052, 3.7404, -4.7116], [1.2551, -3.4673, -2.3505], [-0.0737, -4.0628, -2.7135], [0.0312, -5.6131, -2.8183], [-1.3004, -6.4073, -3.1074], [-1.8273, -5.9166, -4.5074], [-0.9279, -7.9190, -3.0214], [-1.0776, -8.2127, -1.5471], [-2.2622, -7.4837, -1.0032], [-2.2932, -6.2292, -1.8839], [2.0126, -3.4232, -3.1331], [1.6125, -4.0719, -1.5170], [1.1750, -2.5223, -1.8132], [-0.3833, -3.5730, -3.6367], [-0.7275, -3.7372, -1.9044], [0.5300, -6.0185, -1.9380], [0.6260, -5.7770, -3.7169], [-1.0331, -6.0802, -5.2358], [-1.9548, -4.8439, -4.3625], [-2.7531, -6.4110, -4.8018], [-1.7711, -8.4165, -3.5006], [0.0211, -8.1608, -3.5000], [-1.1037, -9.2878, -1.3691], [-0.2312, -7.8799, -0.9462], [-3.2535, -7.9190, -1.1291], [-2.1668, -7.1185, 0.0194], [-3.2364, -6.3551, -2.4156], [-2.2437, -5.2071, -1.5086], [-1.6157, -0.2653, -2.0333], [-0.8499, 0.0936, -3.5320], [-1.5714, 0.7584, -4.6108], [0.2108, -0.8117, -3.9123], [0.0606, 1.3182, -2.9704], [-2.7408, -0.9313, -2.7226], [-2.4084, -2.1323, -3.5420], [-3.8820, -0.1427, -3.1124], [-3.4101, -1.5550, -1.4000], [0.9880, 1.1837, 0.5813], [2.5405, 0.8847, 0.0145], [3.5715, 1.0254, 1.0312], [2.8368, 1.2954, -1.3676], [2.3384, -0.7306, -0.1540], [1.1606, 2.7240, 0.6720], [1.3645, 3.5674, -0.5490], [1.7621, 3.1650, 1.9294], [-0.4421, 2.8679, 0.9509], [-1.6632, -1.9481, 1.5121], [-2.7822, -2.6399, 2.3020], [-2.8151, -2.4472, 3.7792], [-3.4812, -3.8261, 1.8295], [-3.9588, -1.6115, 1.9384], [-0.5066, -3.0676, 1.9734], [-0.2562, -4.3374, 1.3023], [-0.0741, -3.0845, 3.3800], [0.5931, -2.1511, 1.2851], [-3.1353, 1.3349, 1.1069], [-3.6826, 1.7190, 2.4438], [-4.9014, 1.1489, 2.9170], [-3.2745, 2.9923, 3.0223], [-2.6667, 0.7843, 3.3162], [-4.0973, 2.3844, 0.2667], [-3.6030, 3.7712, 0.1397], [-5.5670, 2.1732, 0.3379], [-3.7989, 1.8373, -1.2591]]}

Entry 3:
{"formula": "C25H28N3O2Pd", "method": "ωB97M-V/def2-TZVPD", "lumo_energy_ev": [-9.93, -12.09], "total_charge": 3, "e_homo_ha": [-0.6413, -0.6695], "homo_lumo_gap_ev": [7.52, 6.13], "spin_multiplicity": 5, "elements": ["Pd", "C", "C", "C", "C", "C", "C", "C", "C", "C", "C", "C", "C", "H", "H", "H", "H", "H", "H", "H", "H", "H", "H", "H", "H", "H", "H", "H", "H", "H", "H", "O", "C", "C", "C", "C", "C", "C", "C", "O", "N", "N", "C", "C", "C", "C", "C", "C", "N", "H", "H", "H", "H", "H", "H", "H", "H", "H", "H"], "positions_angstrom": [[-0.1737, 0.5618, 0.1187], [-2.4436, 3.2726, -0.9020], [-2.2704, 1.9002, -0.3096], [-2.3081, 1.6678, 1.0881], [-2.5843, 2.7668, 2.0690], [-2.1022, 0.3451, 1.5860], [-2.1007, 0.0697, 3.0633], [-2.0212, -0.7543, 0.6832], [-1.8591, -2.1542, 1.2100], [-2.1906, -0.5381, -0.7003], [-2.4703, -1.6877, -1.6234], [-2.1479, 0.7982, -1.1974], [-2.0857, 1.0268, -2.6781], [-1.4879, 3.7088, -1.2054], [-2.9252, 3.9602, -0.2161], [-3.0638, 3.2223, -1.7948], [-3.6101, 2.6574, 2.4358], [-2.5006, 3.7594, 1.6431], [-1.9312, 2.7089, 2.9382], [-1.0826, 0.0196, 3.4595], [-2.5787, -0.8830, 3.2789], [-2.6319, 0.8350, 3.6195], [-2.8249, -2.5731, 1.5061], [-1.2159, -2.1753, 2.0871], [-1.4344, -2.8118, 0.4556], [-1.5671, -2.1387, -2.0372], [-3.0855, -1.3613, -2.4591], [-3.0083, -2.4708, -1.0944], [-3.0948, 1.1603, -3.0810], [-1.6371, 0.1828, -3.1954], [-1.5207, 1.9239, -2.9224], [0.9689, -2.8799, -3.5185], [2.0168, -3.3803, -2.9479], [2.6262, -4.5071, -3.5942], [3.7594, -5.0607, -3.0621], [4.3094, -4.5177, -1.8957], [3.7054, -3.3997, -1.2428], [2.5644, -2.8304, -1.7380], [1.9083, -1.6709, -1.0909], [0.8606, -1.1843, -1.5229], [2.6112, -1.1389, -0.0006], [1.9630, -0.1574, 0.5643], [2.6574, 0.5154, 1.4694], [2.1543, 1.7791, 1.9011], [2.8932, 2.5533, 2.7916], [2.4578, 3.8445, 3.0836], [1.3224, 4.3026, 2.4538], [0.6250, 3.4522, 1.5757], [1.0055, 2.2204, 1.3134], [0.6580, -2.0982, -2.9961], [2.1633, -4.8775, -4.5002], [4.2326, -5.9081, -3.5397], [5.2102, -4.9445, -1.4740], [4.1619, -3.0015, -0.3473], [3.6236, 0.1467, 1.7999], [3.7990, 2.1551, 3.2300], [3.0090, 4.4730, 3.7698], [0.9566, 5.3071, 2.6190], [-0.2648, 3.8081, 1.0739]]}

Entry 4:
{"formula": "C21H22N2O4", "method": "ωB97M-V/def2-TZVPD", "lumo_energy_ev": -0.67, "e_homo_ha": -0.3207, "relative_energy_kj_mol": 67.27, "homo_lumo_gap_ev": 8.06, "elements": ["C", "O", "C", "C", "C", "N", "C", "O", "C", "C", "C", "C", "C", "O", "N", "C", "C", "C", "C", "C", "C", "C", "C", "C", "C", "C", "O", "H", "H", "H", "H", "H", "H", "H", "H", "H", "H", "H", "H", "H", "H", "H", "H", "H", "H", "H", "H", "H", "H"], "positions_angstrom": [[6.5681, -0.1938, -0.4632], [6.3652, -0.2109, 0.9316], [5.0225, -0.1776, 1.3474], [4.3206, 1.1771, 1.1513], [3.5475, 1.3048, -0.1647], [2.4637, 0.3487, -0.2433], [2.4985, -0.7855, -1.0420], [3.4138, -1.0940, -1.7634], [1.2065, -1.4741, -0.8080], [0.7041, -2.6507, -1.3231], [-0.5638, -3.0450, -0.9108], [-1.3093, -2.2759, -0.0225], [-2.6515, -2.7860, 0.4025], [-2.8329, -3.9512, 0.6940], [-3.6483, -1.8705, 0.4939], [-3.6656, -0.5428, 0.0288], [-3.1137, -0.2137, -1.2037], [-3.1228, 1.0952, -1.6445], [-3.6998, 2.0975, -0.8762], [-3.6884, 3.5230, -1.3340], [-4.2744, 1.7507, 0.3399], [-4.2686, 0.4477, 0.8109], [-4.8857, 0.0995, 2.1319], [-0.7828, -1.0997, 0.5204], [0.4734, -0.7153, 0.1103], [1.2841, 0.4715, 0.4779], [1.0189, 1.3815, 1.2208], [5.8720, -0.8641, -0.9779], [7.5887, -0.5372, -0.6269], [6.4670, 0.8173, -0.8744], [4.4523, -0.9750, 0.8472], [5.0686, -0.4075, 2.4151], [3.6167, 1.3343, 1.9699], [5.0723, 1.9662, 1.1978], [4.1880, 1.1240, -1.0293], [3.1158, 2.3081, -0.2301], [1.2785, -3.2415, -2.0193], [-0.9951, -3.9639, -1.2790], [-4.5041, -2.2185, 0.9094], [-2.6834, -0.9898, -1.8186], [-2.6845, 1.3367, -2.6014], [-4.5811, 4.0461, -0.9994], [-3.6276, 3.5827, -2.4178], [-2.8216, 4.0369, -0.9175], [-4.7331, 2.5212, 0.9432], [-4.1912, -0.4744, 2.7444], [-5.7853, -0.5012, 1.9900], [-5.1630, 1.0002, 2.6723], [-1.3294, -0.5110, 1.2403]]}

Number 1: E -761.89177 a.u.. Number 2: E -6823.88588 a.u.. Number 3: E -1411.00059 a.u.. Number 4: E -1223.96270 a.u..